{"formula": "C2H5N4", "method": "ωB97M-V/def2-TZVPD", "species": ["C", "C", "N", "N", "N", "N", "H", "H", "H", "H", "H"], "positions_angstrom": [[-2.87, -0.17, -0.07], [0.91, -0.16, -0.33], [-3.77, -0.86, -0.08], [1.86, -0.95, 0.12], [-0.66, 1.66, 0.11], [0.14, 0.69, 0.39], [0.92, 0.17, -1.36], [1.93, -1.83, -0.38], [2.11, -1.00, 1.15], [-0.84, 1.93, -0.90], [0.28, 0.52, 1.35]], "spin_multiplicity": 1, "charge": 1, "homo_ev": [-16.56, -14.74], "energy_ev": -8101.63868, "relative_energy_kj_mol": 587.4, "orbital_gap_ev": [9.751, 7.010], "molar_mass_g_mol": 85.09}

{"formula": "C3H11NO3", "method": "ωB97M-V/def2-TZVPD", "species": ["O", "C", "C", "C", "N", "H", "H", "H", "H", "H", "H", "H", "H", "H", "O", "H", "H", "O"], "positions_angstrom": [[0.96, 1.27, -1.53], [-0.19, 1.45, -1.26], [-1.29, 0.30, -1.07], [-0.71, -1.14, -1.17], [-1.56, 0.45, 0.45], [-0.62, 2.28, -0.82], [-2.29, 0.33, -1.43], [-0.64, -1.77, -2.10], [-0.97, -1.88, -0.38], [0.37, -0.89, -1.03], [-0.89, 0.02, 1.10], [-2.53, 0.24, 0.70], [0.78, -1.62, 2.10], [0.00, -0.73, 3.13], [-0.04, -1.20, 2.25], [2.95, 0.18, 1.34], [1.75, -0.08, 0.44], [2.35, -0.44, 1.14]], "spin_multiplicity": 1, "homo_ev": -9.00, "energy_ev": -10920.22150, "smiles": "C[C@@H](N)C=O.O.O", "relative_energy_kj_mol": 268.6, "orbital_gap_ev": 9.735, "molar_mass_g_mol": 109.12}

{"formula": "C3H5N3O", "method": "ωB97M-V/def2-TZVPD", "species": ["N", "C", "C", "O", "N", "C", "N", "H", "H", "H", "H", "H"], "positions_angstrom": [[0.48, 1.74, 0.13], [0.47, 0.34, 0.11], [1.60, -0.38, -0.08], [1.36, -1.69, -0.06], [0.00, -1.89, 0.15], [-0.53, -0.69, 0.26], [-1.88, -0.56, 0.56], [0.16, 2.23, -0.69], [0.28, 2.20, 1.00], [2.60, 0.00, -0.23], [-2.36, 0.14, 0.01], [-2.37, -1.45, 0.52]], "spin_multiplicity": 1, "homo_ev": -9.21, "energy_ev": -9708.30498, "smiles": "Nc1conc1N", "relative_energy_kj_mol": 219.9, "orbital_gap_ev": 10.029, "molar_mass_g_mol": 99.09}

{"formula": "C24H18HfN3SbSe4", "method": "ωB97M-V/def2-TZVPD", "species": ["Hf", "N", "C", "C", "C", "C", "C", "C", "C", "C", "C", "C", "C", "C", "H", "H", "H", "H", "H", "H", "H", "H", "H", "H", "Se", "Sb", "Se", "Se", "Se", "C", "C", "N", "C", "C", "C", "C", "C", "C", "C", "C", "C", "N", "C", "H", "H", "H", "H", "H", "H", "H", "H"], "positions_angstrom": [[0.32, 0.21, -0.31], [1.52, -0.93, 1.32], [2.91, -0.55, 1.47], [3.34, -0.13, 2.72], [4.64, 0.30, 2.90], [5.51, 0.32, 1.82], [5.07, -0.11, 0.58], [3.76, -0.56, 0.37], [3.35, -0.96, -1.01], [4.31, -1.61, -1.79], [4.10, -1.86, -3.13], [2.90, -1.46, -3.71], [1.92, -0.89, -2.92], [2.08, -0.64, -1.54], [1.04, -0.77, 2.22], [1.45, -1.93, 1.12], [2.63, -0.11, 3.54], [4.96, 0.65, 3.87], [6.52, 0.68, 1.94], [5.74, -0.05, -0.27], [5.24, -1.92, -1.34], [4.86, -2.36, -3.72], [2.73, -1.61, -4.77], [1.00, -0.61, -3.41], [-0.06, 0.91, 4.36], [-0.98, 1.68, 2.30], [1.08, 2.34, 0.80], [-1.73, -0.48, 1.10], [-2.61, 3.37, 1.87], [-2.36, 3.46, -2.29], [-1.35, 2.78, -1.61], [-1.14, 1.48, -1.74], [-1.97, 0.78, -2.56], [-3.00, 1.39, -3.29], [-3.18, 2.77, -3.14], [-3.83, 0.58, -4.14], [-3.65, -0.75, -4.24], [-2.63, -1.40, -3.48], [-2.41, -2.79, -3.52], [-1.41, -3.34, -2.75], [-0.64, -2.50, -1.95], [-0.83, -1.19, -1.89], [-1.80, -0.64, -2.64], [-2.47, 4.52, -2.12], [-0.69, 3.30, -0.92], [-3.97, 3.27, -3.68], [-4.61, 1.08, -4.70], [-4.28, -1.35, -4.88], [-3.02, -3.41, -4.15], [-1.21, -4.40, -2.75], [0.17, -2.90, -1.34]], "spin_multiplicity": 1, "homo_ev": -7.40, "energy_ev": -298885.61406, "relative_energy_kj_mol": 0.7, "orbital_gap_ev": 6.027, "molar_mass_g_mol": 964.52}

{"formula": "C16H26BaFN2O6RbS2", "method": "ωB97M-V/def2-TZVPD", "species": ["Rb", "Ba", "F", "O", "S", "O", "O", "C", "C", "C", "H", "H", "H", "H", "H", "H", "H", "H", "O", "S", "O", "O", "C", "C", "C", "H", "H", "H", "H", "H", "H", "H", "H", "N", "C", "C", "C", "C", "C", "H", "H", "H", "H", "H", "N", "C", "C", "C", "C", "C", "H", "H", "H", "H", "H"], "positions_angstrom": [[-10.85, 14.11, -18.94], [-9.52, 17.62, -20.96], [-9.22, 16.57, -18.55], [-6.82, 18.30, -20.30], [-5.65, 17.46, -20.22], [-4.60, 17.58, -21.17], [-5.01, 17.66, -18.76], [-5.89, 17.98, -17.67], [-5.14, 17.77, -16.38], [-6.18, 15.72, -20.09], [-6.82, 17.42, -17.76], [-6.21, 19.02, -17.74], [-5.75, 18.09, -15.53], [-4.21, 18.34, -16.32], [-4.92, 16.72, -16.13], [-6.84, 15.40, -20.90], [-6.63, 15.58, -19.11], [-5.25, 15.16, -20.19], [-11.93, 14.71, -14.94], [-12.01, 16.00, -14.31], [-12.81, 16.20, -13.14], [-10.49, 16.41, -13.88], [-9.46, 16.11, -14.82], [-8.70, 17.41, -15.08], [-12.35, 17.32, -15.53], [-9.82, 15.72, -15.78], [-8.81, 15.33, -14.42], [-8.15, 17.68, -14.18], [-9.43, 18.19, -15.24], [-8.00, 17.25, -15.90], [-11.61, 17.32, -16.32], [-12.53, 18.26, -15.01], [-13.31, 17.02, -15.96], [-8.73, 13.04, -17.33], [-7.84, 13.93, -16.87], [-6.61, 13.62, -16.31], [-6.39, 12.29, -16.02], [-7.29, 11.31, -16.41], [-8.41, 11.74, -17.11], [-8.09, 14.96, -17.12], [-5.87, 14.34, -16.01], [-5.43, 12.00, -15.61], [-7.12, 10.26, -16.26], [-9.17, 11.05, -17.47], [-9.37, 20.02, -19.42], [-9.63, 19.80, -18.12], [-9.93, 20.81, -17.21], [-9.71, 22.11, -17.62], [-9.34, 22.38, -18.94], [-9.22, 21.31, -19.80], [-9.73, 18.74, -17.89], [-10.24, 20.59, -16.20], [-10.00, 22.92, -16.97], [-9.18, 23.42, -19.17], [-9.00, 21.50, -20.84]], "spin_multiplicity": 1, "charge": 2, "homo_ev": -14.73, "energy_ev": -58003.64465, "relative_energy_kj_mol": 0.0, "orbital_gap_ev": 7.514, "molar_mass_g_mol": 648.32}

{"formula": "H6N2O2P2S", "method": "ωB97M-V/def2-TZVPD", "species": ["N", "N", "O", "O", "P", "P", "S", "H", "H", "H", "H", "H", "H"], "positions_angstrom": [[1.83, -0.82, -0.36], [0.98, 1.55, -0.56], [-0.38, -0.25, -1.65], [2.00, 0.26, -2.58], [-1.28, -0.49, -0.43], [-1.43, 1.32, 0.53], [1.25, 0.38, -1.41], [1.21, -1.66, -0.26], [1.70, -0.24, 0.50], [0.56, 2.32, -1.12], [-2.40, 1.18, 1.61], [-2.58, -0.23, -1.29], [-0.34, 0.97, 1.33]], "spin_multiplicity": 1, "homo_ev": -8.40, "energy_ev": -36581.49305, "relative_energy_kj_mol": 96.8, "orbital_gap_ev": 8.941, "molar_mass_g_mol": 160.08}

{"formula": "C41H47AsGeN3O6SV", "method": "ωB97M-V/def2-TZVPD", "species": ["V", "C", "C", "N", "C", "C", "N", "C", "O", "O", "C", "O", "O", "H", "H", "H", "H", "H", "O", "C", "O", "C", "C", "C", "C", "C", "C", "S", "H", "H", "H", "H", "C", "Ge", "C", "C", "C", "H", "H", "H", "H", "H", "H", "H", "H", "H", "H", "H", "C", "C", "C", "C", "C", "C", "As", "N", "C", "C", "C", "C", "C", "C", "C", "C", "C", "C", "C", "C", "C", "C", "C", "C", "C", "C", "H", "H", "H", "H", "H", "H", "H", "H", "H", "H", "H", "H", "H", "H", "H", "H", "H", "H", "H", "H", "H", "H", "H", "H", "H", "H", "H"], "positions_angstrom": [[-1.15, 0.15, 1.18], [-2.93, 3.85, -0.36], [-3.69, 2.59, -0.17], [-3.20, 1.45, 0.26], [-4.24, 0.56, 0.29], [-5.39, 1.17, -0.15], [-5.01, 2.46, -0.43], [-6.77, 0.72, -0.34], [-7.03, -0.53, -0.05], [-7.62, 1.48, -0.78], [-3.97, -0.81, 0.78], [-4.89, -1.64, 0.84], [-2.76, -0.98, 1.08], [-1.91, 3.69, -0.01], [-3.38, 4.68, 0.19], [-2.87, 4.10, -1.42], [-5.64, 3.17, -0.78], [-6.20, -1.03, 0.28], [-0.28, 2.50, -1.30], [0.29, 2.45, -0.21], [-0.16, 1.77, 0.79], [1.57, 3.20, 0.01], [2.18, 3.62, -1.18], [3.39, 4.28, -1.21], [4.04, 4.51, 0.01], [3.45, 4.12, 1.19], [2.18, 3.49, 1.27], [1.56, 3.18, 2.85], [1.66, 3.40, -2.09], [3.83, 4.58, -2.15], [5.01, 5.00, 0.04], [3.94, 4.32, 2.14], [-4.49, 1.21, 3.71], [-2.61, 1.80, 3.93], [-2.42, 3.61, 3.18], [-2.36, 2.01, 5.89], [-1.33, 0.54, 3.23], [-5.11, 1.62, 4.51], [-4.57, 0.12, 3.74], [-4.92, 1.54, 2.76], [-2.87, 4.35, 3.84], [-2.90, 3.68, 2.20], [-1.36, 3.83, 3.05], [-3.10, 2.69, 6.32], [-1.37, 2.40, 6.10], [-2.46, 1.04, 6.39], [-1.47, -0.39, 3.80], [-0.35, 0.97, 3.50], [5.66, 1.85, -2.79], [4.42, 1.15, -2.34], [3.38, 0.88, -3.22], [2.20, 0.28, -2.79], [1.09, 0.10, -3.79], [2.07, -0.11, -1.45], [0.33, -0.93, -1.02], [0.25, -1.28, 0.78], [0.86, -2.25, 1.52], [1.38, -3.44, 0.99], [2.01, -4.37, 1.81], [2.15, -4.17, 3.17], [1.64, -2.99, 3.71], [1.02, -2.05, 2.91], [0.34, -2.68, -1.97], [-0.91, -3.18, -2.34], [-2.21, -2.54, -1.94], [-0.99, -4.35, -3.09], [0.13, -5.05, -3.49], [0.03, -6.31, -4.31], [1.37, -4.56, -3.09], [1.50, -3.40, -2.33], [2.88, -3.03, -1.88], [3.07, 0.21, -0.53], [2.99, -0.04, 0.95], [4.23, 0.82, -1.01], [5.69, 1.97, -3.87], [6.56, 1.31, -2.48], [5.71, 2.85, -2.34], [3.46, 1.18, -4.26], [1.35, 0.58, -4.73], [0.16, 0.55, -3.41], [0.88, -0.96, -4.00], [1.27, -3.66, -0.06], [2.39, -5.29, 1.36], [2.64, -4.90, 3.80], [1.75, -2.78, 4.77], [0.66, -1.12, 3.34], [-2.15, -1.45, -1.92], [-2.51, -2.85, -0.94], [-3.00, -2.83, -2.63], [-1.98, -4.72, -3.37], [-1.01, -6.57, -4.49], [0.50, -7.15, -3.79], [0.53, -6.20, -5.27], [2.27, -5.11, -3.35], [3.52, -3.91, -1.90], [2.90, -2.61, -0.87], [3.32, -2.27, -2.53], [2.04, 0.32, 1.37], [3.78, 0.51, 1.45], [3.08, -1.10, 1.19], [5.00, 1.09, -0.29]], "spin_multiplicity": 3, "charge": -2, "homo_ev": [-1.20, -1.20], "energy_ev": -213919.37677, "orbital_gap_ev": [5.134, 5.136], "molar_mass_g_mol": 908.38}

What is the formula in the third record? C3H5N3O

Number 2 is which compound? C3H11NO3